C15H39BN3O11S2 as an isolated structure, computed with ωB97M-V with the def2-TZVPD basis set.

Values from the calculation:
Multiplicity ... 1
Charge ... -1
Calculated total energy ... -2408.071168 Eh
LUMO energy ... 2.57 eV

Each line ends with the Mulliken charge.
Cartesian coordinates (Å):
O 3.740 -2.056 2.173  -0.63
S 3.564 -2.837 0.917  1.09
O 4.313 -4.131 1.058  -0.73
C 4.425 -1.966 -0.453  -0.40
C 5.888 -1.596 -0.048  -0.82
C 5.842 -0.170 0.599  -0.26
O 5.699 0.848 -0.403  -0.51
N 1.984 -3.232 0.507  -0.55
S 0.900 -1.988 0.834  1.03
O -0.466 -2.496 0.452  -0.76
O 0.840 -1.541 2.251  -0.67
B 1.151 -0.492 -0.299  0.45
O 1.606 -0.618 -1.632  -0.51
O 0.868 0.790 0.170  -0.21
H 3.854 -1.069 -0.752  0.25
H 4.491 -2.610 -1.353  0.34
H 6.573 -1.596 -0.923  0.34
H 6.319 -2.300 0.686  0.34
H 4.957 -0.087 1.256  0.20
H 6.736 -0.006 1.238  0.28
H 5.968 0.455 -1.231  0.31
H 1.308 -1.457 -1.995  0.29
H 1.156 0.764 1.098  0.19
C -4.196 -5.962 -2.573  -0.72
O -4.553 -5.339 -3.797  -0.34
C -5.620 -4.405 -3.664  -0.79
C -5.124 -2.991 -3.923  -0.22
N -4.257 -2.538 -2.839  -0.29
C -3.555 -1.288 -3.125  -0.71
C -2.526 -1.297 -4.260  -0.53
O -1.387 -2.098 -3.998  -0.38
C -1.534 -3.464 -4.344  -0.62
H -3.461 -6.735 -2.795  0.24
H -3.744 -5.245 -1.882  0.32
H -5.066 -6.432 -2.105  0.34
H -6.111 -4.482 -2.690  0.40
H -6.360 -4.659 -4.430  0.38
H -5.981 -2.316 -4.003  0.38
H -4.595 -2.994 -4.884  0.19
H -3.568 -3.254 -2.649  0.04
H -3.033 -1.008 -2.206  0.39
H -4.293 -0.503 -3.319  0.41
H -2.151 -0.275 -4.360  0.38
H -2.968 -1.553 -5.230  0.33
H -2.201 -3.608 -5.198  0.31
H -1.887 -4.042 -3.487  0.20
H -0.547 -3.850 -4.608  0.29
C -2.530 4.843 3.767  -0.73
O -1.540 5.749 3.307  -0.34
C -0.734 6.282 4.353  -0.80
C 0.698 5.782 4.230  -0.20
N 0.784 4.360 4.549  -0.34
C 2.079 3.759 4.227  -0.75
C 2.478 3.692 2.750  -0.56
O 1.669 2.826 1.975  -0.35
C 0.487 3.409 1.447  -0.75
H -3.162 4.584 2.919  0.24
H -2.076 3.926 4.152  0.31
H -3.153 5.303 4.539  0.34
H -1.147 6.062 5.341  0.40
H -0.734 7.370 4.228  0.39
H 1.337 6.344 4.918  0.38
H 1.033 5.983 3.205  0.18
H 0.066 3.865 4.038  0.09
H 2.052 2.736 4.609  0.39
H 2.862 4.282 4.785  0.43
H 3.486 3.269 2.709  0.34
H 2.547 4.682 2.285  0.34
H 0.606 4.474 1.234  0.35
H -0.353 3.251 2.130  0.21
H 0.249 2.896 0.519  0.37

---

C82H79AsN8P3RbS7 as an isolated structure, computed with ωB97M-V with the def2-TZVPD basis set.

Values from the calculation:
Multiplicity ... 1
Charge ... -2
Calculated total energy ... -9681.601002 Eh
LUMO energy ... 3.05 eV

Each line ends with the Mulliken charge.
Cartesian coordinates (Å):
Rb -2.536 0.493 0.918  0.78
C 1.982 4.037 -1.959  -0.94
N 1.344 2.832 -2.457  0.41
C 0.701 1.911 -1.670  -1.55
N 0.293 0.902 -2.422  0.33
C 0.662 1.179 -3.716  -0.03
C 1.339 2.380 -3.763  0.16
C 1.995 3.100 -4.866  0.18
C 1.800 4.469 -5.063  -0.35
C 2.429 5.139 -6.106  -0.71
C 3.264 4.454 -6.977  -0.48
C 3.465 3.091 -6.794  -0.70
C 2.844 2.425 -5.749  -0.04
C 0.258 0.274 -4.809  0.14
C 0.094 0.690 -6.134  -0.31
C -0.262 -0.215 -7.126  -0.82
C -0.480 -1.552 -6.820  -0.87
C -0.368 -1.968 -5.499  -0.67
C -0.015 -1.063 -4.507  0.05
P 0.007 2.121 0.135  -0.03
C 1.734 2.187 0.848  -1.36
N 2.432 1.113 0.490  -0.17
C 3.581 1.103 1.218  -0.48
C 3.626 2.218 2.026  0.03
N 2.432 2.888 1.793  1.78
C 2.017 4.127 2.443  -0.48
C 4.756 2.761 2.804  0.12
C 6.027 2.763 2.218  0.06
C 7.135 3.238 2.902  -0.87
C 6.999 3.749 4.187  -0.42
C 5.745 3.762 4.780  -0.78
C 4.638 3.264 4.102  -0.04
C 4.431 -0.105 1.199  0.28
C 4.319 -0.991 0.124  -0.33
C 5.028 -2.183 0.108  -0.19
C 5.860 -2.524 1.169  -0.53
C 5.968 -1.657 2.249  -1.18
C 5.261 -0.461 2.266  0.25
C -0.847 3.653 -0.462  0.04
N -1.726 3.211 -1.340  -0.02
C -2.612 4.213 -1.599  -0.20
C -2.267 5.309 -0.848  -0.09
N -1.144 4.934 -0.125  1.46
C -0.423 5.777 0.811  -1.34
C -2.850 6.660 -0.829  -0.32
C -3.101 7.317 -2.037  -0.17
C -3.661 8.587 -2.050  -0.76
C -3.978 9.221 -0.853  -0.32
C -3.749 8.564 0.350  -0.84
C -3.193 7.290 0.368  0.15
C -3.789 3.945 -2.443  -0.05
C -3.686 2.995 -3.462  -0.61
C -4.787 2.678 -4.247  -0.41
C -6.014 3.290 -4.013  -0.61
C -6.126 4.223 -2.988  -0.82
C -5.025 4.549 -2.207  -0.09
H 2.265 3.879 -0.922  -0.03
H 1.306 4.894 -2.005  0.21
H 2.876 4.254 -2.538  0.55
H 1.122 5.007 -4.411  0.44
H 2.255 6.200 -6.244  0.41
H 3.753 4.976 -7.792  0.36
H 4.114 2.545 -7.470  0.40
H 3.009 1.364 -5.604  0.44
H 0.226 1.732 -6.388  0.62
H -0.376 0.130 -8.147  0.43
H -0.747 -2.257 -7.599  0.41
H -0.559 -3.005 -5.242  0.40
H 0.043 -1.356 -3.465  0.72
H 2.126 4.051 3.518  0.12
H 0.958 4.268 2.255  -0.36
H 2.608 4.972 2.082  0.26
H 6.136 2.377 1.211  0.45
H 8.110 3.213 2.429  0.39
H 7.863 4.123 4.723  0.38
H 5.623 4.150 5.785  0.40
H 3.684 3.229 4.610  0.18
H 3.646 -0.721 -0.681  0.37
H 4.928 -2.857 -0.736  0.30
H 6.415 -3.454 1.153  0.42
H 6.592 -1.920 3.096  0.37
H 5.340 0.189 3.128  0.39
H -0.785 5.600 1.828  0.23
H -0.590 6.819 0.552  0.48
H 0.641 5.563 0.740  0.26
H -2.861 6.818 -2.969  0.40
H -3.850 9.083 -2.995  0.38
H -4.416 10.213 -0.861  0.36
H -4.021 9.035 1.288  0.43
H -3.080 6.751 1.310  0.19
H -2.731 2.504 -3.616  0.59
H -4.691 1.950 -5.046  0.47
H -6.879 3.028 -4.613  0.36
H -7.086 4.685 -2.781  0.38
H -5.131 5.238 -1.378  0.61
C -6.087 -4.204 -2.376  -0.03
C -4.877 -5.091 -2.704  -0.79
S -3.311 -4.653 -1.872  -0.02
C -2.605 -3.404 -2.993  -0.43
C -2.738 -1.935 -2.586  0.91
S -4.365 -1.309 -2.123  -0.24
C -5.184 -1.075 -3.719  -0.57
C -5.615 -2.315 -4.499  -0.67
S -6.881 -3.431 -3.817  -0.20
H -5.811 -3.419 -1.689  -0.13
H -6.892 -4.782 -1.921  0.39
H -4.683 -5.128 -3.776  0.43
H -5.061 -6.113 -2.370  0.36
H -3.034 -3.595 -3.976  0.43
H -1.540 -3.645 -3.040  -0.24
H -2.366 -1.301 -3.391  -0.01
H -2.120 -1.744 -1.707  -0.57
H -4.494 -0.499 -4.342  0.15
H -6.040 -0.440 -3.489  0.54
H -4.751 -2.920 -4.777  0.17
H -6.081 -1.980 -5.429  0.42
S -2.935 5.281 3.515  -0.66
As -3.041 3.246 2.857  0.50
S -0.890 2.676 2.428  -0.12
S -4.328 3.062 1.150  -0.66
S -3.662 1.892 4.384  -0.57
C 2.417 -2.229 -2.708  -0.93
N 1.757 -3.120 -1.759  0.79
C 1.830 -4.549 -2.024  -1.11
C 0.747 -2.670 -1.013  -0.37
N -0.132 -2.302 -0.355  0.07
H 3.486 -2.452 -2.723  0.46
H 2.275 -1.194 -2.401  -0.14
H 2.021 -2.356 -3.718  0.42
H 2.877 -4.850 -2.089  0.30
H 1.336 -4.808 -2.969  0.23
H 1.355 -5.096 -1.214  0.38
C -0.208 -4.150 4.571  -2.02
P -0.397 -3.221 2.947  0.44
C -2.238 -3.107 2.876  0.28
C -2.817 -2.851 1.623  -0.82
C -4.195 -2.744 1.483  -0.05
C -5.022 -2.881 2.589  -0.82
C -4.465 -3.151 3.830  -0.64
C -3.088 -3.272 3.969  -0.22
C 0.115 -1.571 3.580  0.76
C 1.451 -1.231 3.368  -0.57
C 2.007 -0.135 4.015  -0.47
C 1.217 0.654 4.836  -0.45
C -0.131 0.363 4.998  -0.80
C -0.680 -0.751 4.381  -0.10
P 1.580 -4.418 4.994  0.04
C 1.426 -5.756 6.252  0.33
C 0.279 -5.975 7.010  -0.27
C 0.243 -6.974 7.979  -0.63
C 1.356 -7.765 8.212  -0.44
C 2.516 -7.543 7.477  -0.56
C 2.550 -6.546 6.514  -0.41
C 2.123 -5.439 3.551  0.11
C 3.071 -4.886 2.689  -0.33
C 3.519 -5.591 1.578  -0.11
C 3.019 -6.859 1.315  -0.58
C 2.076 -7.420 2.169  -0.67
C 1.639 -6.718 3.284  -0.19
H -0.716 -5.116 4.490  0.90
H -0.643 -3.557 5.377  0.88
H -2.172 -2.766 0.756  0.76
H -4.623 -2.559 0.506  0.31
H -6.095 -2.778 2.484  0.40
H -5.103 -3.250 4.702  0.38
H -2.682 -3.486 4.950  0.26
H 2.056 -1.831 2.694  0.38
H 3.055 0.101 3.868  0.39
H 1.635 1.532 5.316  0.27
H -0.774 1.018 5.573  0.38
H -1.736 -0.951 4.514  0.32
H -0.600 -5.363 6.844  0.41
H -0.663 -7.135 8.552  0.38
H 1.324 -8.546 8.962  0.35
H 3.396 -8.150 7.657  0.37
H 3.458 -6.376 5.943  0.36
H 3.463 -3.894 2.892  0.25
H 4.262 -5.146 0.923  0.33
H 3.362 -7.411 0.447  0.41
H 1.686 -8.411 1.967  0.39
H 0.918 -7.173 3.954  0.39

---

One molecule with the formula C12H29NOSi, computed with ωB97M-V with the def2-TZVPD basis set.

Values from the calculation:
Multiplicity ... 1
Relative energy (zero: lowest compared OMol25 entry of this formula, charge and spin) ... 40.78 kJ/mol
SMILES string ... CCN(CC)CCO[Si](CC)(CC)CC
Calculated total energy ... -894.130166 Eh
LUMO energy ... 0.86 eV

Each line ends with the Mulliken charge.
Cartesian coordinates (Å):
O -0.122 0.118 -0.027  0.05
N -0.297 0.946 2.915  0.11
C 1.492 2.430 1.965  -1.27
C -1.735 -0.449 4.540  -1.35
C 0.627 1.594 -3.891  -1.27
C 1.990 -2.251 -1.078  -1.26
C -1.136 -1.859 -3.592  -1.34
C -1.256 -0.031 0.815  -0.04
C 1.083 1.055 2.410  -0.07
C -0.384 -0.173 3.931  -0.32
C -1.316 1.104 1.820  -1.32
C -0.223 1.333 -2.665  -0.53
C 1.837 -0.871 -1.689  -0.36
C -1.163 -1.622 -2.085  -0.32
Si 0.028 -0.238 -1.664  -0.37
H 1.182 3.141 2.747  0.34
H 0.985 2.676 0.995  0.13
H 2.605 2.492 1.895  0.39
H -2.464 -0.758 3.772  0.27
H -2.120 0.450 5.040  0.32
H -1.622 -1.246 5.300  0.40
H 0.472 0.787 -4.622  0.28
H 1.693 1.536 -3.638  0.28
H 0.470 2.548 -4.371  0.40
H 1.481 -3.014 -1.666  0.29
H 3.057 -2.525 -0.949  0.35
H 1.562 -2.322 -0.081  0.22
H -1.833 -2.638 -3.871  0.40
H -0.152 -2.139 -3.957  0.32
H -1.453 -0.994 -4.165  0.30
H -2.140 0.015 0.164  0.44
H -1.207 -1.017 1.288  0.18
H 1.747 0.784 3.242  0.52
H 1.206 0.302 1.616  -0.01
H -0.023 -1.048 3.390  0.35
H 0.304 0.075 4.714  0.38
H -1.124 2.052 1.306  0.36
H -2.260 1.181 2.339  0.40
H -1.278 1.268 -2.944  0.39
H -0.156 2.175 -1.989  0.43
H 2.134 -0.862 -2.758  0.42
H 2.512 -0.167 -1.189  0.42
H -2.154 -1.289 -1.724  0.37
H -0.850 -2.546 -1.587  0.33

---

One molecule with the formula CH3F2PS, computed with ωB97M-V with the def2-TZVPD basis set.

Values from the calculation:
Multiplicity ... 3
Relative energy (zero: lowest compared OMol25 entry of this formula, charge and spin) ... 411.28 kJ/mol
Calculated total energy ... -978.936085 Eh
LUMO energy (alpha / beta) ... 0.69 / -3.70 eV

Each line ends with the Mulliken spin population.
Cartesian coordinates (Å):
C -0.122 1.540 0.394  0.19
F 0.338 2.829 0.059  0.02
F -0.762 1.883 1.572  0.02
P 1.181 0.110 0.871  0.06
S -1.281 1.030 -0.965  1.65
H 0.350 -0.202 1.988  0.01
H 0.591 -0.842 0.144  0.02
H -1.620 2.254 -0.956  0.04

---

One molecule with the formula C2H12N4O2P2S, computed with ωB97M-V with the def2-TZVPD basis set.

Values from the calculation:
Multiplicity ... 3
Calculated total energy ... -1533.728623 Eh
LUMO energy (alpha / beta) ... 0.90 / -3.70 eV

Each line ends with the Mulliken spin population.
Cartesian coordinates (Å):
C 3.908 -0.814 -0.065  -0.01
C 2.325 -1.085 0.132  0.06
N -2.589 0.492 1.509  0.40
N -2.785 1.209 -0.931  0.05
N 0.324 1.257 0.910  0.03
N -1.002 -0.714 -0.487  -0.37
O 0.278 1.580 -1.751  -0.10
O 1.676 -0.248 -0.848  -0.04
P -2.504 -0.264 -0.066  1.27
P 0.384 0.641 -0.654  0.30
S -3.804 -1.620 -0.341  0.98
H 4.403 -1.252 -0.908  0.00
H 4.148 0.309 -0.174  0.00
H 4.423 -1.366 0.807  0.00
H 2.019 -0.733 1.115  0.01
H 2.176 -2.160 -0.146  0.00
H -2.858 -0.261 2.179  -0.31
H -3.328 1.173 1.404  -0.15
H -2.283 1.317 -1.812  -0.04
H -3.758 1.432 -1.288  -0.03
H -0.561 1.680 1.096  0.01
H 0.359 0.650 1.644  -0.06
H -0.951 -1.224 -1.326  0.01

---

C39H46P2Pb as an isolated structure, computed with ωB97M-V with the def2-TZVPD basis set.

Values from the calculation:
Multiplicity ... 1
Calculated total energy ... -2389.091258 Eh
LUMO energy ... -0.38 eV

Each line ends with the Mulliken charge.
Cartesian coordinates (Å):
Pb 3.127 -3.312 3.404  0.67
C 5.494 0.995 3.342  -0.38
C 4.287 1.383 2.939  -0.31
C 3.947 1.933 1.579  -0.93
C 3.437 0.898 0.551  0.03
C 4.228 -0.372 0.451  -0.43
C 5.549 -0.497 0.644  -0.29
C 6.503 0.611 0.977  -0.93
C 6.728 0.906 2.482  -0.70
C 2.928 -4.377 1.469  -1.36
H 5.657 0.743 4.402  0.41
H 3.422 1.288 3.617  0.37
H 4.795 2.478 1.152  0.38
H 3.148 2.679 1.740  0.49
H 2.392 0.655 0.799  -0.28
H 3.387 1.394 -0.434  0.35
H 3.647 -1.253 0.154  0.51
H 6.020 -1.486 0.588  0.34
H 6.255 1.543 0.454  0.33
H 7.482 0.312 0.570  0.43
H 7.394 0.131 2.900  0.28
H 7.301 1.849 2.560  0.37
H 3.126 -5.430 1.720  0.37
H 3.630 -3.974 0.718  0.30
H 1.892 -4.277 1.117  0.35
P -4.732 1.314 -0.345  -0.02
P -3.980 -0.430 -3.070  0.03
C -4.240 2.103 -1.907  -0.55
C -3.892 1.382 -3.007  -0.46
C -6.038 2.473 0.241  0.30
C -6.125 3.818 -0.150  0.09
C -7.130 4.639 0.371  -0.67
C -8.051 4.126 1.289  -0.44
C -7.980 2.778 1.672  -0.53
C -6.995 1.952 1.137  -0.32
C -3.302 1.748 0.746  0.48
C -2.081 1.087 0.502  -0.72
C -0.945 1.428 1.236  -0.29
C -1.011 2.442 2.204  -0.38
C -2.233 3.071 2.474  -0.58
C -3.384 2.700 1.773  -0.43
C -4.974 -0.572 -4.642  0.34
C -6.331 -0.199 -4.573  -0.39
C -7.110 -0.159 -5.730  -0.56
C -6.542 -0.488 -6.969  -0.42
C -5.207 -0.898 -7.037  -0.56
C -4.434 -0.974 -5.872  -0.26
C -2.290 -0.826 -3.675  0.41
C -1.853 -2.156 -3.505  -0.47
C -0.620 -2.555 -4.015  -0.55
C 0.196 -1.629 -4.680  -0.51
C -0.218 -0.299 -4.814  -0.65
C -1.446 0.111 -4.284  0.06
H -4.209 3.199 -1.941  0.39
H -3.610 1.896 -3.939  0.71
H -5.411 4.240 -0.854  0.12
H -7.189 5.686 0.058  0.37
H -8.825 4.771 1.704  0.37
H -8.693 2.376 2.392  0.38
H -6.940 0.899 1.416  0.37
H -2.029 0.321 -0.276  0.38
H -0.003 0.910 1.047  0.37
H -0.112 2.733 2.752  0.37
H -2.293 3.856 3.231  0.36
H -4.341 3.170 2.015  0.28
H -6.762 0.086 -3.611  0.37
H -8.157 0.145 -5.668  0.36
H -7.145 -0.430 -7.877  0.35
H -4.759 -1.157 -8.000  0.37
H -3.401 -1.321 -5.933  0.27
H -2.501 -2.866 -2.987  0.37
H -0.299 -3.591 -3.903  0.40
H 1.157 -1.944 -5.086  0.39
H 0.414 0.426 -5.334  0.39
H -1.745 1.156 -4.358  0.26
C 7.261 -4.589 4.444  -1.62
C 6.026 -3.699 4.661  1.02
C 6.416 -2.579 5.635  -1.42
C 5.416 -3.131 3.365  -0.78
H 8.159 -4.007 4.181  0.33
H 7.094 -5.333 3.662  0.39
H 7.486 -5.137 5.370  0.41
H 5.278 -4.350 5.167  0.13
H 7.313 -2.042 5.277  0.30
H 5.606 -1.854 5.770  0.29
H 6.641 -2.989 6.631  0.44
H 5.770 -3.609 2.443  0.43
H 5.563 -2.048 3.279  -0.27

---

C20H17MnN10P as an isolated structure, computed with ωB97M-V with the def2-TZVPD basis set.

Values from the calculation:
Multiplicity ... 6
Relative energy (zero: lowest compared OMol25 entry of this formula, charge and spin) ... 82.90 kJ/mol
Calculated total energy ... -2812.220533 Eh
LUMO energy (alpha / beta) ... -0.12 / -0.38 eV

Each line ends with the Mulliken spin population.
Cartesian coordinates (Å):
Mn 0.905 1.488 -0.846  4.85
N 2.703 4.278 -1.778  0.01
C 3.025 3.586 -0.613  0.03
N 3.919 4.035 0.257  0.00
N 4.085 3.075 1.103  0.01
N 3.334 2.065 0.848  0.00
N 2.614 2.415 -0.259  0.04
C 1.506 4.029 -2.400  0.03
N 0.981 4.931 -3.246  0.00
N -0.189 4.457 -3.604  0.02
N -0.416 3.255 -3.077  0.01
N 0.680 2.965 -2.206  0.04
H 2.960 5.245 -1.715  0.00
N -1.313 1.658 -0.534  0.05
C -2.069 0.484 -0.996  0.00
C -3.236 0.683 -1.664  -0.01
C -4.024 -0.405 -1.909  0.00
C -3.664 -1.682 -1.573  0.00
C -2.475 -1.863 -0.841  0.00
C -1.643 -0.768 -0.573  -0.08
P 0.136 -0.862 0.003  0.04
C 0.057 -0.355 1.736  -0.08
C -1.081 -0.569 2.478  0.02
C -1.254 -0.229 3.789  0.00
C -0.269 0.537 4.359  0.00
C 0.964 0.775 3.695  0.00
C 1.161 0.311 2.417  0.00
C 0.635 -2.548 -0.111  -0.02
C 0.841 -3.018 -1.386  0.01
C 1.073 -4.375 -1.533  0.00
C 1.191 -5.244 -0.470  0.00
C 1.166 -4.698 0.817  0.00
C 0.901 -3.335 0.983  0.00
H -1.535 1.824 0.449  0.01
H -1.442 2.561 -1.064  0.00
H -3.601 1.620 -2.089  0.00
H -4.969 -0.289 -2.347  0.00
H -4.464 -2.391 -1.713  0.00
H -2.222 -2.864 -0.495  0.00
H -1.815 -1.133 1.941  0.00
H -2.052 -0.471 4.476  0.00
H -0.377 0.848 5.377  0.00
H 1.812 1.253 4.164  0.00
H 2.146 0.469 1.969  0.01
H 0.734 -2.419 -2.281  0.00
H 1.161 -4.778 -2.574  0.00
H 1.424 -6.278 -0.631  0.00
H 1.153 -5.330 1.662  0.00
H 0.846 -2.946 2.006  0.00